No. 1
Entry from the OMol25 dataset: C11H15Cl3N5O2SSiTb as an isolated structure (ωB97M-V with the def2-TZVPD basis set).

Its spin multiplicity is 7. Its lowest unoccupied orbital energy (alpha / beta) is -0.56 / -0.56 eV. The calculation puts the HOMO energy (alpha / beta) at -5.372 / -4.822 eV. The expectation value of S² is 13.062. The net charge is 0. As for the energy relative to the best compared isomer or geometry (same formula, charge and spin): 4.5937 eV.

Last column: Mulliken spin population.
CARTESIAN COORDINATES (ANGSTROEM)
1 Tb 3.442888 4.358858 13.011557  7.103
2 C 5.447289 6.694131 16.336325  0.020
3 C 4.779970 5.629632 15.488773  -0.070
4 N 4.499498 5.906028 14.208456  -0.345
5 N 4.560413 7.213380 13.834816  0.046
6 C 4.351718 7.448001 12.532898  -0.081
7 N 4.624136 8.697794 12.164987  -0.042
8 S 3.663353 6.412001 11.272199  -0.016
9 C 4.426563 4.361210 16.023621  -0.205
10 C 4.497874 3.940812 17.422559  0.003
11 C 4.545545 2.601388 17.796079  -0.058
12 C 4.229302 1.668895 16.769552  -0.104
13 C 4.054773 2.128441 15.448157  0.045
14 N 3.896157 3.453823 15.138156  -0.118
15 H 6.556871 6.808163 16.152514  -0.010
16 H 5.261164 6.459220 17.383062  0.001
17 H 4.891851 7.594199 15.952019  -0.005
18 H 5.058275 9.344532 12.832290  0.002
19 H 4.197886 9.031526 11.313191  0.000
20 H 4.475862 4.760398 18.164180  -0.013
21 H 4.716556 2.272161 18.839626  -0.004
22 H 4.111590 0.649469 16.985729  -0.007
23 H 3.774340 1.377006 14.729349  -0.025
24 N 4.228556 2.916920 11.011406  -0.049
25 C 3.193282 1.929862 10.520663  0.007
26 C 2.200986 1.467150 11.622647  -0.027
27 C 0.972866 2.352280 11.643220  -0.018
28 O -0.178434 2.323102 11.236409  0.003
29 O 1.301007 3.540545 12.544481  -0.059
30 H 4.426682 3.653740 10.322891  0.007
31 H 5.104807 2.407387 11.326479  -0.016
32 H 3.736455 1.015206 10.121909  0.004
33 H 2.706242 2.429710 9.646087  -0.001
34 H 2.675992 1.540005 12.664136  0.021
35 H 1.951015 0.406090 11.372290  0.000
36 Cl -1.318135 3.102014 14.134848  -0.002
37 Si -0.064022 4.400082 12.939032  0.006
38 Cl 1.045892 5.734657 14.369943  0.006
39 Cl -1.151470 5.177918 11.420340  -0.001

Atomic forces in eV per Å
Tb 0.72 -0.97 -0.47
C -0.65 0.30 -0.84
C 0.58 0.27 0.81
N -0.04 -0.05 1.17
N 0.56 0.51 -2.08
C -0.32 -1.15 2.46
N 0.42 1.87 -0.68
S 0.36 0.63 -0.21
C -0.34 -0.15 0.89
C 0.66 0.40 0.26
C -0.91 1.32 -0.45
C 0.99 1.31 -1.69
C -1.39 0.65 2.71
N 1.36 -1.87 -0.29
H -1.24 -0.16 0.04
H 0.16 0.44 -0.01
H 0.98 -0.30 1.04
H -0.54 -0.61 -0.53
H 0.27 0.12 0.26
H 0.54 -0.75 -0.27
H -0.39 0.40 -0.75
H 0.19 -1.31 0.12
H -0.14 -0.01 -0.54
N 0.12 -1.53 -0.07
C 1.83 0.30 -0.93
C 0.11 -0.29 0.07
C -2.46 1.31 1.12
O 3.74 -0.65 0.64
O -1.91 -2.28 -2.35
H 0.21 -0.59 0.36
H -1.41 1.14 -0.77
H -0.87 1.00 0.42
H 0.02 -0.67 0.80
H -0.63 -0.30 -1.51
H -0.23 0.97 0.48
Cl 1.20 1.44 -1.15
Si -0.21 0.21 2.91
Cl -1.88 -1.14 -1.65
Cl 0.54 0.18 0.66

No. 2
Entry from the OMol25 dataset: one molecule with the formula C2H4O2P2 (ωB97M-V with the def2-TZVPD basis set).

Its spin multiplicity is 3. Its lowest unoccupied orbital energy (alpha / beta) is 0.12 / -1.43 eV. The calculation puts the HOMO energy (alpha / beta) at -8.511 / -8.725 eV. The expectation value of S² is 2.005. The net charge is 0. As for the energy relative to the best compared isomer or geometry (same formula, charge and spin): 2.6202 eV.

Last column: Mulliken spin population.
CARTESIAN COORDINATES (ANGSTROEM)
1 C 1.044892 0.184951 -0.710753  -0.011
2 C -0.945621 -0.536859 1.034148  0.004
3 O 0.088424 0.049941 -1.721393  0.077
4 O -2.115239 -0.332804 1.781700  0.003
5 P 2.503122 1.253613 -1.118253  1.908
6 P 0.187518 0.741629 0.875579  0.037
7 H 1.577723 -0.825708 -0.616928  0.013
8 H -0.771005 -1.530988 0.677463  -0.004
9 H 0.243107 0.587278 -2.564473  -0.028
10 H -1.812921 0.408946 2.362909  0.000

Atomic forces in eV per Å
C 1.59 -1.22 0.29
C -0.09 1.77 0.82
O -0.64 0.85 -2.25
O 2.51 -0.02 0.13
P -0.24 0.14 0.05
P -0.76 -0.66 -0.31
H -0.81 0.92 0.28
H -0.57 -0.41 -0.57
H 0.09 -0.92 1.96
H -1.09 -0.45 -0.41

No. 3
Entry from the OMol25 dataset: C41H59Cl2GeN2O6Ti as an isolated structure (ωB97M-V with the def2-TZVPD basis set).

Its lowest unoccupied orbital energy is 1.37 eV. The calculation puts the HOMO energy at -4.908 eV. The net charge is -1. As for the energy relative to the best compared isomer or geometry (same formula, charge and spin): 0.4048 eV.

Last column: Löwdin charge in e.
CARTESIAN COORDINATES (ANGSTROEM)
1 Ti -0.761545 -0.540382 -0.058176  0.827
2 C -2.164215 -4.167808 -3.117330  -0.047
3 C -1.929858 -3.790557 -1.652867  -0.372
4 C -3.124961 -4.178260 -0.781407  -0.061
5 C -0.635365 -4.387005 -1.140215  -0.126
6 C -0.532006 -5.748873 -0.887988  -0.031
7 C 0.654142 -6.308828 -0.445021  -0.074
8 C 1.752885 -5.497870 -0.223760  -0.045
9 C 1.702055 -4.126655 -0.466735  -0.129
10 C 2.907033 -3.273290 -0.124406  -0.368
11 C 3.377405 -3.556850 1.304309  -0.053
12 C 4.058857 -3.479667 -1.109698  -0.055
13 C 0.502122 -3.600930 -0.957618  -0.135
14 N 0.365756 -2.226926 -1.342810  0.085
15 C 0.942540 -1.851643 -2.404456  -0.054
16 C 0.647387 -0.501713 -2.947252  -0.086
17 N -0.088438 0.271375 -2.275124  0.079
18 C -0.738451 1.381187 -2.918388  -0.117
19 C -0.502173 2.721915 -2.566642  -0.106
20 C -1.390882 3.673012 -3.067608  -0.048
21 C -2.424275 3.346464 -3.919395  -0.070
22 C -2.590432 2.032860 -4.310240  -0.035
23 C -1.775062 1.025523 -3.814727  -0.120
24 C -2.054984 -0.399622 -4.274652  -0.377
25 C -3.546104 -0.737054 -4.312971  -0.065
26 C -1.440671 -0.647907 -5.657770  -0.059
27 C 0.630193 3.283510 -1.705813  -0.352
28 C 1.282218 4.491424 -2.397561  -0.075
29 C 1.748301 2.329522 -1.324231  -0.082
30 H -3.100005 -3.726842 -3.465628  0.070
31 H -2.226253 -5.252520 -3.242828  0.076
32 H -1.355796 -3.804808 -3.758915  0.073
33 H -1.854473 -2.702680 -1.603161  0.077
34 H -3.350038 -5.246073 -0.849978  0.069
35 H -4.004832 -3.619837 -1.107019  0.055
36 H -2.926018 -3.919373 0.258987  0.083
37 H -1.400427 -6.376891 -1.042348  0.109
38 H 0.717440 -7.373641 -0.256902  0.098
39 H 2.668860 -5.932489 0.156469  0.105
40 H 2.604229 -2.228475 -0.162952  0.096
41 H 4.164512 -2.859760 1.589558  0.071
42 H 3.777041 -4.568859 1.398911  0.071
43 H 2.554318 -3.447162 2.010722  0.093
44 H 4.378703 -4.524812 -1.116483  0.078
45 H 4.916028 -2.865181 -0.824854  0.077
46 H 3.775533 -3.216404 -2.131099  0.065
47 H 1.555855 -2.529253 -3.001139  0.136
48 H 0.972148 -0.276717 -3.963734  0.128
49 H -1.272802 4.703961 -2.762519  0.103
50 H -3.099204 4.114190 -4.276610  0.100
51 H -3.394308 1.774443 -4.986813  0.106
52 H -1.616120 -1.091479 -3.558640  0.093
53 H -4.062378 -0.202855 -5.115080  0.071
54 H -4.027048 -0.524805 -3.361215  0.054
55 H -3.666310 -1.805282 -4.507333  0.070
56 H -1.883409 0.027011 -6.394699  0.080
57 H -1.635421 -1.673530 -5.980784  0.076
58 H -0.361538 -0.481378 -5.677979  0.059
59 H 0.162533 3.636025 -0.779585  0.117
60 H 1.697650 4.191427 -3.363426  0.087
61 H 2.101118 4.865637 -1.779832  0.075
62 H 0.597370 5.319258 -2.571855  0.059
63 H 2.270004 1.960440 -2.214872  0.088
64 H 1.402462 1.487137 -0.739816  0.034
65 H 2.481335 2.869853 -0.719136  0.082
66 Cl 5.850628 -0.053238 4.058865  0.609
67 C 4.419244 -0.080495 3.054150  -0.686
68 C 4.532859 0.099939 1.681030  -0.115
69 C 3.408643 0.048524 0.886858  -0.023
70 C 2.110210 -0.157051 1.419977  -0.346
71 O 1.100107 -0.226447 0.623165  -0.182
72 C 2.022556 -0.270301 2.835593  -0.109
73 C 0.755114 -0.300184 3.593245  -0.195
74 O -0.284442 0.215679 3.272513  0.017
75 C 3.178367 -0.273356 3.617251  -0.082
76 H 5.508585 0.262236 1.240278  0.103
77 H 3.495459 0.165403 -0.185949  0.113
78 H 0.850793 -0.779575 4.593033  0.130
79 H 3.087552 -0.399044 4.690697  0.111
80 O -4.890540 -1.410518 -1.393713  -0.676
81 Cl -3.808703 -0.821732 -0.476397  0.937
82 O -2.444092 -0.700614 -1.317944  -0.719
83 O -1.271972 -1.676698 0.991772  -0.393
84 O -1.274953 1.195949 0.368768  -0.540
85 C -2.064735 1.289155 5.868411  -0.111
86 C -2.000329 2.625574 5.136675  -0.274
87 C -3.081417 2.779669 4.065426  -0.284
88 C -2.896226 1.867384 2.850501  -0.292
89 Ge -1.509476 2.425397 1.584889  0.795
90 C 0.264984 2.896828 2.299985  -0.296
91 C 0.433694 4.358595 2.699287  -0.298
92 C 1.854665 4.706823 3.146078  -0.272
93 C 2.272559 4.001933 4.432171  -0.109
94 H -1.279317 1.216840 6.623907  0.067
95 H -1.933292 0.455350 5.178480  0.054
96 H -3.027062 1.169245 6.373286  0.069
97 H -1.012401 2.736585 4.681809  0.075
98 H -2.099156 3.440802 5.861095  0.101
99 H -3.120777 3.826494 3.742038  0.094
100 H -4.053155 2.578745 4.533203  0.100
101 H -3.814822 1.835089 2.258774  0.063
102 H -2.676415 0.839664 3.143955  0.056
103 H -2.015059 3.711242 0.851898  0.000
104 H 0.968363 2.642435 1.498867  0.064
105 H 0.495318 2.224036 3.127379  0.032
106 H -0.262116 4.610017 3.510062  0.096
107 H 0.154665 5.002445 1.858341  0.091
108 H 1.937154 5.790038 3.282767  0.097
109 H 2.551761 4.439912 2.344254  0.102
110 H 1.597398 4.260653 5.252351  0.071
111 H 3.285292 4.280119 4.729375  0.065
112 H 2.252272 2.917280 4.314653  0.058

Atomic forces in eV per Å
Ti -0.55 -0.11 0.62
C 0.00 0.00 0.03
C -0.01 0.01 0.06
C 0.03 0.02 -0.04
C -0.15 -0.15 -0.07
C -0.05 -0.01 0.01
C 0.01 0.02 0.00
C -0.06 0.02 -0.03
C -0.05 -0.02 0.03
C 0.00 -0.01 -0.02
C -0.03 0.06 0.01
C 0.00 0.00 -0.01
C 0.10 0.01 -0.04
N 0.23 0.12 -0.04
C 0.04 0.07 0.01
C -0.01 -0.06 0.04
N 0.11 0.34 -0.21
C -0.07 -0.08 0.06
C -0.02 -0.06 -0.03
C -0.01 -0.01 -0.01
C -0.01 0.03 -0.01
C -0.02 -0.02 -0.02
C 0.03 0.03 0.03
C 0.00 0.00 -0.04
C 0.02 0.05 -0.05
C 0.02 -0.01 0.00
C -0.02 0.01 0.00
C 0.01 0.03 0.01
C 0.08 -0.04 -0.01
H 0.01 -0.02 0.01
H 0.00 -0.01 0.00
H 0.03 0.00 -0.02
H -0.05 -0.22 0.00
H 0.01 -0.04 0.01
H 0.00 -0.01 0.00
H 0.00 -0.01 0.01
H -0.01 -0.01 0.01
H 0.00 0.00 0.01
H 0.00 0.00 0.00
H -0.04 0.05 -0.03
H 0.05 0.08 0.01
H 0.00 0.01 0.00
H -0.01 0.01 0.01
H 0.00 0.00 0.01
H 0.00 0.01 0.00
H -0.02 0.00 0.00
H 0.02 -0.01 0.02
H 0.00 0.00 -0.01
H -0.02 -0.02 -0.02
H 0.00 0.00 0.00
H 0.01 0.00 0.01
H -0.02 -0.03 0.00
H 0.00 0.00 0.00
H -0.02 -0.01 -0.04
H -0.01 0.04 -0.02
H -0.01 0.00 0.00
H 0.00 0.00 0.00
H 0.00 0.00 0.00
H 0.00 -0.02 0.03
H 0.00 0.00 0.00
H -0.01 0.01 0.00
H 0.03 -0.01 0.00
H -0.02 -0.02 0.01
H -0.05 -0.13 0.06
H 0.01 -0.02 -0.01
Cl -0.01 0.00 -0.01
C -0.04 -0.02 0.08
C -0.01 -0.05 -0.07
C 0.05 -0.02 0.03
C -0.15 0.14 -0.05
O 0.35 -0.09 -0.18
C -0.11 -0.05 -0.04
C 0.18 -0.03 0.05
O -0.11 -0.40 -0.02
C 0.08 -0.01 0.01
H 0.00 0.00 0.00
H -0.02 0.02 -0.03
H -0.02 0.00 -0.02
H 0.00 0.00 0.00
O -0.01 0.05 0.03
Cl 0.01 -0.06 -0.13
O 0.26 0.09 0.20
O 0.00 0.24 -0.05
O -0.05 -0.18 -0.15
C -0.01 -0.02 -0.01
C 0.03 0.00 -0.01
C -0.02 0.00 0.02
C -0.03 -0.02 -0.04
Ge 0.18 0.08 0.19
C 0.03 0.08 0.08
C 0.01 0.02 -0.04
C 0.00 0.00 -0.01
C 0.00 -0.01 0.00
H 0.00 0.01 0.02
H 0.00 0.03 0.01
H -0.01 0.00 0.00
H -0.01 -0.01 -0.01
H 0.00 -0.01 0.01
H 0.01 0.00 -0.01
H 0.00 0.00 0.01
H -0.02 0.00 0.01
H 0.00 0.05 -0.02
H -0.03 -0.01 0.00
H 0.01 0.00 -0.03
H -0.05 0.26 -0.15
H 0.00 0.01 0.00
H 0.01 0.01 -0.01
H 0.01 0.00 0.01
H -0.01 0.00 -0.01
H -0.01 -0.01 0.00
H 0.00 0.01 0.01
H 0.01 0.00 -0.01